Here is 11 unconnected molecules or ions with the total composition C27H80N10O15 in a non-equilibrium geometry from the OMol25 dataset. Energies are from ωB97M-V/def2-TZVPD.

Calculated values
* total energy: -2752.82872 Ha
* HOMO-LUMO gap: 9.57 eV
* E_HOMO: -0.33774 Ha
* LUMO level: 0.38 eV
* structure (SMILES): COC[C@H](C)N.COC[C@H](C)N.COC[C@H](C)N.COC[C@H](C)N.NC(N)=O.NC(N)=O.NC(N)=O.OCCO.OCCO.OCCO.OCCO
* energy above the lowest of the compared OMol25 structures with the same formula, charge and spin: 0.940 eV
* spin multiplicity: 1

Each line ends with the Mulliken charge.
Atoms and positions in Å:
C1 4.647 3.072 -1.871  -1.03
O1 3.501 2.396 -1.470  -0.26
C2 2.723 1.798 -2.426  0.44
C3 3.440 0.777 -3.348  0.50
C4 2.586 0.274 -4.454  -1.86
N1 3.926 -0.346 -2.468  -0.54
H1 5.094 3.505 -0.992  0.30
H2 4.329 3.918 -2.515  0.37
H3 5.331 2.497 -2.422  0.34
H4 1.898 1.206 -1.955  -1.09
H5 2.179 2.559 -3.028  0.61
H6 4.320 1.192 -3.908  0.30
H7 3.097 -0.564 -4.959  0.43
H8 2.435 1.022 -5.240  0.43
H9 1.665 -0.065 -4.046  0.21
H10 3.992 -1.231 -2.998  0.10
H11 4.873 -0.120 -2.118  0.33
C5 -1.020 -4.846 2.555  -0.59
O2 -1.923 -4.766 1.462  -0.43
C6 -2.502 -3.501 1.311  -0.12
C7 -3.293 -3.333 -0.044  -0.03
C8 -2.458 -3.816 -1.280  -0.85
N2 -3.785 -1.974 -0.049  -0.32
H12 -0.290 -4.076 2.439  -0.01
H13 -0.489 -5.807 2.549  0.30
H14 -1.507 -4.715 3.440  0.43
H15 -3.252 -3.462 2.105  0.48
H16 -1.696 -2.725 1.399  -0.05
H17 -4.104 -4.037 0.047  0.47
H18 -2.958 -3.683 -2.251  0.33
H19 -2.143 -4.848 -1.150  0.37
H20 -1.569 -3.181 -1.218  -0.02
H21 -4.622 -1.879 -0.643  0.21
H22 -3.056 -1.494 -0.570  -0.09
C9 -6.395 -0.219 -3.052  -0.84
O3 -4.951 -0.090 -2.778  -0.17
C10 -4.503 1.231 -3.099  -0.79
C11 -2.967 1.234 -2.921  0.99
C12 -2.458 2.598 -3.401  -1.11
N3 -2.180 0.178 -3.707  -0.40
H23 -6.617 -0.115 -4.125  0.33
H24 -6.969 0.504 -2.399  0.33
H25 -6.583 -1.238 -2.699  0.24
H26 -4.790 1.512 -4.150  0.35
H27 -4.834 2.120 -2.512  0.30
H28 -2.703 1.096 -1.897  -0.17
H29 -2.775 3.360 -2.645  0.01
H30 -2.977 2.693 -4.358  0.51
H31 -1.315 2.636 -3.518  0.14
H32 -2.346 -0.737 -3.442  0.07
H33 -2.502 0.250 -4.651  0.25
C13 0.379 3.072 0.241  -1.30
O4 -0.999 3.412 0.337  0.27
C14 -1.140 4.896 0.277  -0.92
C15 -2.596 5.303 0.705  0.70
C16 -3.544 5.189 -0.449  -1.07
N4 -2.510 6.738 1.124  -0.79
H34 0.952 3.478 1.088  0.37
H35 0.839 3.395 -0.703  0.43
H36 0.579 1.977 0.235  -0.18
H37 -0.328 5.375 0.912  0.38
H38 -0.908 5.256 -0.791  0.34
H39 -2.844 4.689 1.606  0.18
H40 -3.209 5.871 -1.199  0.44
H41 -4.524 5.621 -0.253  0.45
H42 -3.638 4.252 -1.005  -0.23
H43 -2.447 7.276 0.289  0.31
H44 -3.475 6.895 1.465  0.30
N5 2.358 -2.366 4.235  -0.37
C17 1.684 -1.184 4.218  0.46
N6 0.354 -1.221 4.385  -0.06
O5 2.279 -0.117 4.097  -0.85
H45 3.351 -2.243 4.217  0.20
H46 1.964 -3.312 3.970  0.21
H47 -0.196 -2.000 4.716  0.22
H48 -0.129 -0.347 4.571  0.25
N7 4.387 1.152 1.081  -0.10
C18 5.091 0.004 1.369  0.60
N8 4.996 -0.515 2.667  -0.40
O6 5.860 -0.446 0.536  -0.63
H49 4.164 1.201 0.121  -0.08
H50 3.835 1.576 1.848  0.17
H51 5.341 -1.444 2.825  0.35
H52 4.148 -0.413 3.261  0.10
N9 2.524 -4.187 1.247  -0.04
C19 3.933 -4.343 1.361  0.32
N10 4.576 -3.179 0.984  -0.02
O7 4.496 -5.292 1.870  -0.70
H53 2.111 -5.065 1.116  0.27
H54 2.192 -3.536 0.542  -0.26
H55 5.586 -3.178 0.856  0.26
H56 4.079 -2.475 0.445  -0.12
O8 -4.535 1.436 4.221  -0.61
C20 -4.076 0.283 3.500  -0.78
C21 -3.444 0.741 2.185  0.38
O9 -2.178 1.453 2.262  -0.03
H57 -3.754 1.667 4.771  0.33
H58 -3.383 -0.328 4.134  0.22
H59 -4.928 -0.334 3.186  0.45
H60 -4.228 1.400 1.615  0.20
H61 -3.307 -0.200 1.619  -0.06
H62 -1.939 2.058 1.500  -0.05
O10 3.630 -5.347 -3.693  -0.54
C22 2.688 -4.302 -3.953  -0.29
C23 1.972 -4.173 -2.552  0.07
O11 0.899 -3.326 -2.677  -0.46
H63 4.027 -5.611 -4.544  0.30
H64 3.122 -3.356 -4.350  0.07
H65 2.066 -4.716 -4.758  0.36
H66 2.776 -3.957 -1.790  -0.10
H67 1.414 -5.091 -2.252  0.41
H68 1.142 -2.381 -2.558  0.09
O12 -0.863 1.227 4.604  -0.61
C24 -0.236 2.382 5.118  -0.66
C25 0.519 3.185 4.019  -0.09
O13 1.520 2.422 3.396  -0.31
H69 -1.150 1.539 3.704  0.40
H70 -0.983 3.007 5.579  0.35
H71 0.479 2.024 5.871  0.44
H72 0.886 4.117 4.528  0.24
H73 -0.215 3.463 3.213  -0.02
H74 1.757 1.666 3.989  0.41
O14 2.502 -1.373 -0.193  1.62
C26 1.349 -0.638 0.309  -0.88
C27 0.215 -0.837 -0.638  1.48
O15 0.446 -0.325 -1.933  0.62
H75 2.937 -0.859 -0.938  -0.69
H76 1.032 -1.107 1.256  -0.43
H77 1.697 0.344 0.606  0.02
H78 -0.705 -0.393 -0.128  -0.27
H79 0.121 -1.908 -0.682  -0.45
H80 -0.348 -0.378 -2.489  -0.22